5 unconnected molecules or ions with the total composition C13H36O5. Source: the OMol25 dataset; level of theory: the ωB97M-V functional and the def2-TZVPD basis.

Frontier orbital gap, eV: 10.1
Relative energy (zero: lowest compared OMol25 entry of this formula, charge and spin), kcal per mole: 32.4
Energy, eV: -24300.2931
Largest force on an atom, eV/Å: 2.38

XYZ file:
```
54
Properties=species:S:1:pos:R:3:forces:R:3
C 1.8999 -0.0910 9.0978 0.140 1.084 -0.487
C 2.0284 -0.9121 7.8192 -0.441 1.688 0.665
O 2.3190 -2.1664 8.3279 0.409 -1.947 -0.653
H 1.5554 0.9328 8.9520 -0.114 0.112 -0.162
H 2.8753 -0.0173 9.5786 -0.061 -0.175 0.214
H 1.1830 -0.6015 9.7409 0.162 0.002 0.054
H 2.7853 -0.5949 7.1018 0.254 0.354 0.226
H 1.0953 -0.8277 7.2621 -0.272 -0.690 0.013
H 3.2408 -2.3253 8.1117 -0.056 -0.403 0.132
C 1.9588 4.0168 10.0709 -0.451 -0.086 -0.782
C 2.5889 5.3402 9.6807 0.629 0.366 0.630
O 3.8079 5.1155 8.9729 -0.331 -0.230 -0.292
H 2.6404 3.2190 10.3658 0.384 0.350 -0.003
H 1.4609 3.6897 9.1581 -0.173 -0.467 0.110
H 1.2046 4.0901 10.8544 0.018 0.324 -0.049
H 2.8266 5.9669 10.5403 -0.079 -0.031 0.298
H 1.9366 5.9390 9.0450 -0.322 -0.171 0.011
H 3.9895 5.8936 8.4408 0.252 0.326 -0.021
C 5.1424 2.1771 7.3268 0.102 -0.289 0.540
C 5.5758 2.1447 8.8045 0.239 0.633 -1.435
C 6.7966 1.2388 8.8700 0.508 0.383 1.078
O 5.9283 3.4600 9.2443 1.085 -1.198 0.376
H 5.9989 2.4397 6.7059 0.019 0.219 0.050
H 4.3271 2.8720 7.1259 -0.128 -0.191 0.039
H 4.8994 1.1445 7.0760 -0.435 0.028 -0.328
H 4.7972 1.6801 9.4094 -0.302 0.276 0.254
H 7.3002 1.4398 9.8156 0.157 0.038 0.082
H 7.5154 1.4474 8.0776 -0.102 0.000 -0.080
H 6.5718 0.1728 8.9039 -0.299 0.042 -0.327
H 5.2254 4.1074 9.1527 -0.693 -0.169 -0.136
C -1.1423 3.1017 15.6615 -1.528 0.428 -1.591
C 0.1960 2.8058 15.0309 0.686 -1.496 0.062
C 0.5421 3.4136 13.6914 0.332 1.599 0.208
O 1.1658 3.0072 16.0191 1.397 -0.098 0.632
H -1.1831 3.5701 16.6449 0.597 -0.406 -0.001
H -1.7571 2.2029 15.6137 -0.113 0.046 0.455
H -1.6500 3.8022 14.9985 -0.352 0.220 -0.030
H 0.2437 1.7446 14.7866 -0.039 -0.383 0.599
H 0.2830 4.4678 13.7894 -0.529 0.267 -0.777
H 0.1355 2.9049 12.8172 -0.558 0.252 0.244
H 1.6094 3.4834 13.4817 0.273 -0.590 0.438
H 1.5791 3.8729 15.9823 -0.161 0.149 -0.241
C 5.9881 9.2092 6.5148 -0.721 0.958 -0.595
C 4.6288 9.0223 7.2878 0.806 -1.377 -1.769
C 3.5270 8.4034 6.3628 0.733 0.552 0.194
O 4.9111 8.0656 8.3114 -1.017 -0.184 0.229
H 6.2351 8.5047 5.7206 -0.585 -0.782 0.348
H 6.8781 9.2305 7.1437 -0.276 0.183 0.354
H 5.9635 10.1219 5.9195 0.009 0.476 0.300
H 4.1912 9.9533 7.6481 0.503 0.158 0.429
H 3.9080 7.5014 5.8839 -0.190 -0.221 0.276
H 3.2591 9.0737 5.5460 0.346 0.300 -0.024
H 2.5761 8.2613 6.8763 0.219 -0.382 0.311
H 5.5206 8.4228 8.9614 0.068 0.151 -0.067
```
Positions in Å, forces in eV/Å.